(1)
Here is a molecular structure, C21H35BrF7N3O6RuS2Si from the OMol25 dataset. Energies are from the ωB97M-V functional and the def2-TZVPD basis.

Atoms and positions in Å:
C: -2.741 -6.039 -0.138
N: -3.222 -5.871 1.108
H: -1.988 -3.483 0.765
C: 2.304 2.212 0.678
F: 0.441 -1.498 5.135
C: 0.419 2.823 -3.818
N: -0.324 -3.147 -0.405
C: -1.334 3.056 0.355
C: -0.094 5.026 -2.752
H: -2.036 3.649 -4.080
H: -0.419 5.413 -3.721
O: -3.175 -6.863 -0.919
F: 2.392 -0.554 5.136
C: -0.393 3.512 -2.708
F: -1.833 -1.026 1.215
H: 1.654 2.127 1.545
H: 1.494 2.873 -3.672
H: 1.249 4.683 1.196
C: -1.592 -5.153 -0.549
C: -1.873 3.303 -3.056
C: 2.838 3.204 -1.510
O: 2.270 -1.505 0.128
H: -0.967 -6.562 -2.022
O: 1.007 -0.294 2.452
C: 3.901 -3.475 0.652
C: 1.689 -1.585 4.713
H: -5.182 -6.793 3.333
H: -3.023 2.430 -0.919
O: 0.784 -2.663 2.413
C: -0.856 2.661 1.759
C: -2.571 2.198 0.042
C: 1.842 4.635 0.281
C: 0.496 -3.590 -1.368
C: 1.819 3.232 -0.361
O: -4.577 -6.200 2.878
H: -2.726 -5.345 1.809
H: -5.147 -6.628 0.918
H: 2.668 3.983 -2.251
S: 3.481 -1.701 0.943
H: -2.159 2.250 -3.018
F: 4.953 -3.813 1.368
S: 1.634 -1.565 2.865
H: -0.536 1.619 1.814
F: 4.156 -3.629 -0.643
H: 2.427 1.223 0.236
N: 3.137 -1.664 2.493
O: 4.627 -0.939 0.615
H: 2.874 4.875 0.551
H: -0.630 5.587 -1.984
H: -2.546 3.869 -2.414
H: 0.135 1.776 -3.935
C: 0.302 -4.812 -1.980
H: -2.226 4.865 -0.533
H: 1.317 -2.941 -1.642
H: -3.974 -7.756 1.634
Br: 0.115 0.493 -1.411
C: -1.353 -3.909 -0.001
H: -0.926 5.211 0.615
C: -1.758 4.539 0.395
C: -0.759 -5.601 -1.569
H: 3.290 2.525 1.034
H: 3.833 3.372 -1.088
Ru: -0.027 -1.193 0.579
F: 2.863 -4.238 0.985
H: -0.045 3.289 2.125
H: 0.977 -5.133 -2.760
H: -3.322 2.391 0.813
H: -2.351 1.132 0.073
H: 0.192 3.323 -4.763
H: -1.694 2.772 2.452
H: 0.968 5.244 -2.656
H: 2.861 2.237 -2.015
F: 2.234 -2.716 5.112
H: -2.496 4.664 1.192
Si: 0.039 2.898 -0.952
H: 1.492 5.418 -0.393
C: -4.297 -6.711 1.599

2S+1	6
energy relative to the best compared isomer or geometry (same formula, charge and spin)	0.00	kcal/mol
HOMO-LUMO gap (spin up / spin down)	9.39 / 6.53	eV
E_tot	-160288.9831	eV
max |F|	0.0043	Eh/bohr
charge	+1
HOMO energy (spin up / spin down)	-0.4559 / -0.4559	Ha



(2)
Here is a molecular structure, C21H35Cl5O5P2SW at a distorted geometry from the OMol25 dataset. Energies are from the ωB97M-V functional and the def2-TZVPD basis.

Atoms and positions in Å:
C: 1.128 -2.656 3.069
C: 1.370 -2.228 -0.874
C: 0.460 -4.201 -2.072
H: 1.828 -0.763 5.209
C: 0.269 -2.720 -1.812
H: 3.683 -1.403 1.638
H: 1.597 -3.037 3.977
H: -0.387 1.907 -2.447
Cl: 3.212 4.849 3.337
H: -0.351 -4.570 -2.698
C: 2.418 3.683 -3.122
H: -3.019 -0.937 -2.663
O: -0.753 -1.566 1.117
C: 1.950 2.718 2.280
H: -3.653 0.769 -0.933
C: -5.294 -2.233 -0.389
H: -6.210 -2.032 -0.945
S: 1.850 1.366 -1.953
C: -0.491 3.365 3.514
O: 1.273 1.324 -0.507
H: 0.552 1.568 -3.917
C: 1.848 3.852 3.092
Cl: 0.508 5.553 4.706
H: -0.533 -2.326 -3.771
H: 2.580 3.338 -0.967
C: 0.851 1.892 2.073
H: -5.488 -2.062 0.669
P: 1.633 -0.937 2.821
C: -3.825 -1.596 -2.329
H: 2.778 4.707 -3.034
H: 1.448 -3.274 2.231
W: 0.357 0.159 0.871
C: 3.431 -1.017 2.627
H: 0.460 -4.760 -1.136
C: -4.497 0.146 -0.632
H: 1.369 -2.754 0.077
P: -1.521 -1.490 -0.230
H: -3.529 -2.636 -2.462
C: 0.544 2.118 -2.974
O: -1.034 -0.106 -0.731
H: -5.370 0.445 -1.212
H: 0.463 4.182 -2.332
H: 3.845 -1.687 3.382
H: 0.481 3.972 -4.080
C: 0.630 4.174 3.712
C: 0.893 3.596 -3.145
H: -4.717 0.313 0.423
H: 3.871 -0.030 2.742
C: -4.202 -1.317 -0.887
Cl: -1.586 1.110 2.334
C: 2.860 2.871 -1.914
H: 0.046 -2.722 3.157
H: 3.912 2.594 -1.889
C: 1.347 -0.167 4.434
H: -4.692 -1.405 -2.959
O: -3.015 -1.656 0.004
H: -5.021 -3.277 -0.539
H: 1.362 -1.129 -0.705
H: 1.404 -4.375 -2.589
C: 0.225 -1.919 -3.102
H: 2.331 -2.389 -1.365
Cl: -2.005 3.691 4.229
C: -0.313 2.270 2.700
H: 1.190 -1.972 -3.607
H: 2.842 3.269 -4.040
H: 0.275 -0.127 4.634
O: -1.065 -2.628 -1.183
H: 1.753 0.843 4.454
Cl: 3.466 2.337 1.530
H: -0.023 -0.879 -2.892

2S+1	3
energy relative to the best compared isomer or geometry (same formula, charge and spin)	6.89	kcal/mol
HOMO-LUMO gap (spin up / spin down)	6.96 / 7.56	eV
E_tot	-126423.2353	eV
max |F|	0.0213	Eh/bohr
charge	+2
HOMO energy (spin up / spin down)	-0.5118 / -0.5276	Ha



(3)
Here is 5 unconnected molecules or ions with the total composition C21H35ClN4O5 at a distorted geometry from the OMol25 dataset. Energies are from the ωB97M-V functional and the def2-TZVPD basis.

Atoms and positions in Å:
H: 3.389 -2.065 4.746
H: 0.147 -2.969 -5.020
N: 0.094 -0.110 -5.892
N: 1.616 0.261 4.333
C: 2.520 2.513 3.811
C: 2.054 0.446 6.820
O: -0.421 0.451 -0.438
H: -0.578 1.709 5.260
C: 2.555 0.022 5.395
C: 3.690 2.250 4.784
O: 0.512 -0.584 4.349
H: -0.825 -5.206 -4.601
C: -0.484 -3.136 -4.139
H: 0.549 0.267 -5.077
H: 2.022 -1.963 5.844
O: 0.009 0.112 -2.717
H: 0.263 -3.371 -3.379
C: -1.429 -4.331 -4.358
C: -1.495 -0.698 -7.336
O: -1.374 -1.359 -1.553
N: -1.216 -4.649 -0.928
H: 0.030 3.222 4.582
C: -4.106 3.727 -2.053
C: -1.244 0.026 -6.211
H: -4.248 4.796 -2.062
H: -1.027 -2.201 -4.028
C: -0.243 -1.202 -7.827
H: 2.265 3.574 3.915
H: 2.916 2.428 2.796
C: -5.031 2.656 -2.061
C: 0.329 2.283 5.071
O: 0.920 -1.401 -1.101
C: 0.555 1.710 2.654
H: -1.898 3.696 -2.247
H: 1.111 1.081 1.962
H: 4.441 0.372 4.222
H: 2.617 -0.135 7.563
C: 1.264 1.626 4.014
H: -1.849 0.634 -5.557
C: 2.945 -1.460 5.537
C: -2.442 -4.608 -3.257
H: -4.556 0.464 -2.134
H: 0.738 2.529 6.052
H: 3.619 -1.544 6.398
H: -0.061 -1.863 -8.655
H: 0.583 2.742 2.283
C: 3.862 0.770 5.063
C: -4.276 1.503 -2.053
H: -6.100 2.768 -1.983
C: 0.688 -0.791 -6.904
H: 4.559 2.674 4.266
H: 4.566 0.514 5.871
H: -3.016 -5.530 -3.347
H: -2.235 1.122 -2.145
H: 1.758 -0.928 -6.811
Cl: -0.163 -0.549 -1.426
H: 3.549 2.886 5.665
H: -2.419 -0.795 -7.882
C: -2.846 3.186 -2.202
H: 2.229 1.496 7.046
H: -1.959 -4.002 -5.259
N: -2.960 1.823 -2.158
H: 1.017 0.129 6.934
H: -3.208 -3.832 -3.175
H: -0.504 1.458 2.674
C: -1.765 -4.644 -1.934

HOMO-LUMO gap	3.44	eV
E_tot	-51055.3724	eV
max |F|	0.0546	Eh/bohr
charge	-2
HOMO energy	0.0314	Ha



Question: max |F| of number 2 (C21H35Cl5O5P2SW)?
Answer: 0.0213 Eh/bohr